# 1
Entry from the OMol25 dataset: a structure of composition C18H26BIN2O2Ti at a distorted geometry (the ωB97M-V functional and the def2-TZVPD basis).

Geometry as XYZ:
```
51
Properties=species:S:1:pos:R:3:mulliken_spin:R:1
C 3.55813 4.84083 -0.16706 -0.001
C 4.70556 3.89606 -0.55827 0.000
H 3.25432 5.45480 -1.01124 0.000
H 3.90457 5.52680 0.60471 0.000
H 2.69295 4.30608 0.22263 0.000
H 4.40626 3.11681 -1.26303 0.000
H 5.50412 4.47827 -1.02139 0.000
H 5.15098 3.42831 0.31993 0.000
C -2.87578 1.81225 -1.93750 0.053
C -4.05269 1.72008 -2.67920 0.047
C -4.25594 0.61031 -3.50974 0.104
C -3.26341 -0.36148 -3.60188 -0.021
H -2.65569 2.64360 -1.26678 0.008
H -4.79866 2.50982 -2.60630 0.005
H -5.17892 0.50651 -4.07959 0.009
H -3.36800 -1.24098 -4.23973 0.012
N -1.91210 0.85797 -2.02100 0.087
C -2.08080 -0.21833 -2.86229 0.149
C -0.96759 -1.15209 -2.89835 0.121
N 0.10463 -0.81822 -2.10705 0.091
C 1.19103 -1.62719 -2.03318 0.055
C 0.16007 -3.17545 -3.56910 0.115
C 1.24113 -2.81408 -2.75481 0.032
H 1.99268 -1.27627 -1.37966 0.007
H 2.12127 -3.44891 -2.67010 0.004
C -0.94839 -2.33747 -3.64440 -0.026
H -1.82199 -2.56635 -4.25224 0.011
H 0.17650 -4.10719 -4.13182 0.010
Ti -0.09331 0.90883 -1.06583 1.252
I 1.28134 2.85238 -1.77798 0.011
C -1.97477 -0.78101 3.59351 0.003
C -0.57520 -0.40636 3.10468 -0.003
C 0.16681 0.19668 4.28191 0.001
O -0.70414 0.60089 2.11048 -0.052
B -0.40170 -0.05280 0.93648 -0.061
O -0.23018 -1.42738 1.00793 -0.016
C 0.13977 -1.60894 2.37063 -0.010
C 1.66594 -1.56506 2.48688 0.001
C -0.29687 -2.98830 2.80466 -0.001
H -2.58084 -1.25781 2.81259 0.000
H -2.49442 0.12447 3.93129 0.000
H -1.90554 -1.45943 4.45200 0.000
H -0.37206 1.08964 4.62066 0.000
H 0.20442 -0.51133 5.11712 0.000
H 1.19125 0.48476 4.02468 0.000
H 1.97100 -1.77027 3.52139 0.000
H 2.10022 -2.35460 1.85773 0.001
H 2.09945 -0.60449 2.17717 0.001
H -1.38259 -3.11420 2.77235 0.000
H 0.16055 -3.73784 2.15088 0.000
H 0.04662 -3.18235 3.82726 0.000
```

As for the HOMO energy (spin up / spin down): -5.70 / -7.97 eV. Its multiplicity is 3. As for the expectation value of S²: 2.023.

# 2
Entry from the OMol25 dataset: a structure of composition C28H35N5P2Pb at a distorted geometry (the ωB97M-V functional and the def2-TZVPD basis).

Geometry as XYZ:
```
71
Properties=species:S:1:pos:R:3:mulliken_charge:R:1
Pb -0.21455 -2.15541 0.68743 1.075
C -0.65625 2.66890 5.76853 -0.554
C -0.92951 1.65261 4.93305 -0.648
C -0.86907 1.63215 3.43779 -0.971
C 0.43986 1.05106 2.86190 1.556
C 1.69999 1.84031 3.09242 -0.485
C 1.88991 2.98766 3.76202 -0.446
C 0.86378 4.01384 4.16007 -0.793
C 0.32644 3.79177 5.58876 -0.533
C 0.87724 -3.04981 2.52950 -1.500
H -1.23304 2.71781 6.69706 0.353
H -1.33287 0.71948 5.33183 0.387
H -1.03263 2.62899 3.00150 0.368
H -1.70583 0.97930 3.11242 0.540
H 0.56092 0.03369 3.28377 -0.233
H 0.31085 0.93485 1.76900 -0.412
H 2.57463 1.34616 2.64704 0.222
H 2.91933 3.27363 4.03548 0.335
H 0.03182 4.05212 3.45271 0.243
H 1.34405 5.00663 4.14713 0.394
H 1.18140 3.65657 6.27478 0.301
H -0.17348 4.72124 5.90280 0.386
H 0.23535 -3.81321 3.00368 0.418
H 1.04296 -2.24498 3.26007 0.359
H 1.84409 -3.50934 2.25631 0.414
P 1.41802 -1.35994 -1.47110 0.099
P -1.97794 -0.95910 -1.29725 -0.071
N 2.75047 -0.23682 -1.49758 0.397
N 2.14214 -2.64761 -2.50099 0.364
N -2.07155 0.81408 -1.48264 0.398
N -3.61399 -1.27582 -1.87504 0.384
C 0.38617 -0.57581 -2.75584 -0.863
C -1.00811 -1.24779 -2.84526 -1.252
C 3.55973 0.02744 -0.38414 -0.474
C 4.51548 0.96020 -0.76020 -0.665
C 4.29292 1.28190 -2.13984 -0.614
C 3.20762 0.53149 -2.56994 -0.246
C 2.53424 -3.88063 -1.96569 -0.502
C 2.91207 -4.71462 -3.01033 -0.577
C 2.75122 -3.98130 -4.22926 -0.641
C 2.29884 -2.71406 -3.88547 -0.159
C -1.76132 1.73067 -0.46756 -0.855
C -1.69298 3.00137 -1.02166 -0.446
C -1.96006 2.87798 -2.42196 -1.111
C -2.16939 1.53424 -2.68022 -0.173
C -4.45971 -0.59019 -2.75685 -0.220
C -5.54017 -1.40141 -3.07323 -0.614
C -5.35874 -2.64233 -2.37141 -0.572
C -4.17690 -2.54843 -1.65859 -0.440
H 0.87107 -0.63404 -3.74371 0.253
H 0.29183 0.49255 -2.48006 0.596
H -1.56934 -0.83622 -3.70056 0.429
H -0.92389 -2.34424 -2.98604 0.469
H 3.35823 -0.47852 0.55092 0.489
H 5.29100 1.36807 -0.13048 0.419
H 4.85652 1.96632 -2.75019 0.451
H 2.69946 0.49023 -3.52368 0.316
H 2.50084 -4.03451 -0.89454 0.424
H 3.26588 -5.73048 -2.92535 0.426
H 2.93718 -4.32837 -5.23397 0.434
H 2.06375 -1.86499 -4.51166 0.320
H -1.65563 1.39459 0.55535 0.660
H -1.47152 3.92252 -0.50044 0.461
H -1.99727 3.66796 -3.15810 0.443
H -2.38956 1.03474 -3.61579 0.505
H -4.24964 0.42205 -3.06413 0.452
H -6.35920 -1.13695 -3.73059 0.426
H -6.02717 -3.49448 -2.40138 0.418
H -3.67714 -3.24439 -0.99839 0.332
N -2.76802 -1.74784 3.13871 -0.642
C -2.02083 -1.80349 2.22912 0.001
```

As for the HOMO energy: -7.69 eV. Its energy above the lowest of the compared OMol25 structures with the same formula, charge and spin is 0.0 kcal per mole.

# 3
Entry from the OMol25 dataset: a cluster of 15 separate species, H30O15 in total at a distorted geometry (the ωB97M-V functional and the def2-TZVPD basis).

Geometry as XYZ:
```
45
Properties=species:S:1:pos:R:3:nbo_charge:R:1
O -2.26515 5.47071 -0.82348 -1.009
H -2.17332 4.94439 -0.03514 0.478
H -1.41872 5.80302 -1.14712 0.483
O 0.60895 4.15694 0.98644 -0.933
H 0.79599 5.00983 1.31500 0.473
H 1.16472 3.59231 1.49561 0.466
O 0.54869 9.61294 -1.96783 -0.942
H 0.00567 9.42735 -1.23501 0.485
H 1.04363 10.32205 -1.55183 0.448
O -0.47802 6.72909 1.50067 -1.009
H -0.19615 7.50441 1.00162 0.508
H -0.45317 7.00996 2.42138 0.489
O 1.63989 8.03205 0.45589 -0.927
H 1.82045 7.32040 1.06535 0.473
H 2.46750 8.16252 0.03836 0.497
O -3.56180 7.62226 3.82606 -0.983
H -4.41118 7.44046 4.19802 0.479
H -3.07938 6.78753 3.71977 0.501
O 0.81009 4.83205 3.97878 -0.931
H 1.19021 4.85061 4.85249 0.481
H 1.46904 5.28123 3.49172 0.466
O -2.04553 5.30983 4.01750 -0.998
H -2.24660 4.88697 3.17777 0.497
H -1.05128 5.28062 3.96760 0.484
O -3.36242 7.32774 1.25451 -0.981
H -3.23404 7.71700 2.09502 0.472
H -2.46923 6.95671 1.05358 0.483
O -0.36174 7.46611 4.18982 -0.934
H -0.66894 7.01769 4.97627 0.496
H 0.54496 7.32963 4.32612 0.469
O -2.17817 4.12836 1.45100 -0.927
H -1.26941 4.04420 1.63047 0.486
H -2.34714 3.22910 1.71533 0.475
O 1.40772 10.17397 1.91984 -1.021
H 1.47805 9.37598 1.35196 0.473
H 0.49425 10.24450 2.25771 0.488
O -1.04407 9.97884 3.29069 -0.982
H -1.06478 9.11047 3.68191 0.506
H -0.69953 10.68971 3.88093 0.485
O 0.10879 6.44977 -1.63132 -0.926
H 0.42373 5.73293 -2.19068 0.479
H 0.71729 6.58279 -0.95207 0.474
O -1.56070 9.02106 -0.14716 -0.997
H -2.31794 8.42109 -0.28563 0.521
H -1.77932 9.70708 0.44540 0.484
```

As for the HOMO energy: -9.52 eV. Its energy above the lowest of the compared OMol25 structures with the same formula, charge and spin is 51.5 kcal per mole.

# 4
Entry from the OMol25 dataset: a structure of composition C27H29FN2O3SbSe5W at a distorted geometry (the ωB97M-V functional and the def2-TZVPD basis).

Geometry as XYZ:
```
69
Properties=species:S:1:pos:R:3:mulliken_spin:R:1
W -0.63067 0.29372 -0.89432 0.025
C 3.31509 -1.45117 0.40437 -0.001
C 1.99108 -1.37253 1.13115 0.006
C 1.00306 -2.30704 0.80773 -0.007
C 1.34179 -3.53182 -0.00681 -0.003
C -0.29304 -2.16426 1.33624 -0.008
C -1.37109 -3.12279 0.88308 0.002
C -0.48895 -1.31920 2.43278 -0.023
C -1.83671 -1.22379 3.09677 0.011
C 0.58380 -0.56378 2.92660 0.041
C 0.42172 0.11068 4.26180 -0.004
C 1.77720 -0.47448 2.18408 -0.005
C 2.76093 0.62887 2.46394 0.001
H 4.00274 -2.11186 0.93940 0.000
H 3.78364 -0.47662 0.30503 0.000
H 3.18099 -1.84387 -0.60311 0.000
H 1.09235 -3.43189 -1.06719 0.001
H 0.79580 -4.39063 0.38300 0.000
H 2.40374 -3.75155 0.07411 0.000
H -2.36166 -2.67539 0.92907 0.001
H -1.37679 -4.01334 1.52038 -0.001
H -1.20489 -3.44280 -0.14569 0.001
H -2.41063 -0.40280 2.64861 -0.001
H -1.74519 -1.02608 4.16068 0.001
H -2.42142 -2.13112 2.96770 0.000
H 1.31009 0.64221 4.57880 -0.006
H 0.19318 -0.65354 5.00859 0.000
H -0.40391 0.82752 4.26196 0.016
H 2.35516 1.54695 2.02668 -0.004
H 3.72874 0.45572 2.00361 0.000
H 2.92193 0.82764 3.51900 0.000
Se -1.47226 5.49999 1.77418 0.278
Sb -0.57918 3.37853 2.44352 0.289
Se -2.82273 -0.17518 -0.36302 0.347
Se -0.67410 1.69618 0.70100 0.088
Se 1.32628 3.87558 3.82861 0.313
C -3.62074 0.18498 -7.04733 0.007
C -4.28887 -0.43537 -5.81797 -0.018
C -5.74302 -0.00830 -5.63375 -0.002
C -5.85240 1.49177 -5.38057 0.003
C -4.83569 1.96210 -4.37395 -0.039
C -4.99427 3.19454 -3.74314 0.065
C -4.06775 3.63997 -2.82214 -0.021
F -4.27233 4.82912 -2.23785 -0.001
C -2.93720 2.91033 -2.51316 0.084
C -2.75708 1.68546 -3.15790 -0.006
C -1.61954 0.85943 -2.87633 0.338
O -0.54124 1.40810 -2.26091 0.007
C -1.61198 -0.50766 -3.28322 -0.020
C -2.56519 -0.91719 -4.16402 0.094
N -3.52146 -0.07027 -4.63661 0.111
C -3.71827 1.19440 -4.06755 0.057
C -0.73257 -1.55180 -2.68496 -0.031
O -0.52350 -2.59400 -3.26313 -0.004
O -0.28011 -1.32192 -1.46894 0.007
H -4.17084 -0.05529 -7.95702 -0.001
H -2.60621 -0.20121 -7.14326 0.001
H -3.56719 1.26834 -6.94412 -0.001
H -4.24625 -1.52435 -5.90366 0.003
H -6.15265 -0.55431 -4.78115 0.001
H -6.30968 -0.29098 -6.52186 0.000
H -6.85228 1.73108 -5.01417 0.000
H -5.71206 2.04178 -6.31634 0.000
H -5.86058 3.80959 -3.94468 0.006
H -2.22512 3.27431 -1.77922 0.002
H -2.60462 -1.94844 -4.48359 0.007
Se 2.00081 -0.30401 -3.63134 0.002
C 1.66770 0.22314 -2.02980 -0.006
N 1.41098 0.55914 -0.91755 -0.004
```

As for the HOMO energy (spin up / spin down): -4.13 / -4.52 eV. Its multiplicity is 3. Its net charge is -1. As for the expectation value of S²: 2.069. Its energy above the lowest of the compared OMol25 structures with the same formula, charge and spin is 189.0 kcal per mole.

# 5
Entry from the OMol25 dataset: a cluster of 2 separate species, C5H11O in total at a distorted geometry (the ωB97M-V functional and the def2-TZVPD basis).

Geometry as XYZ:
```
17
Properties=species:S:1:pos:R:3:nbo_charge:R:1
C 0.52932 -0.72480 2.79560 -0.191
O -0.09268 -0.20482 1.69734 -0.999
H 0.74713 0.06643 3.53547 0.088
H 0.04754 -1.51677 3.33334 0.092
H 1.54498 -1.15802 2.53976 0.071
C -0.33110 1.65983 -0.42549 -0.647
C 0.51058 0.67119 -1.24152 -0.444
C -0.16389 -0.68634 -1.12715 -0.141
C -0.79108 -1.32072 -2.16020 -0.497
H -0.41766 1.24172 0.58565 0.315
H 0.04749 2.69198 -0.49774 0.173
H -1.42401 1.71688 -0.70871 0.175
H 1.48392 0.63800 -0.72903 0.212
H 0.69306 1.00899 -2.30076 0.168
H -0.26357 -1.04772 -0.07047 0.285
H -1.40242 -2.18880 -2.06607 0.182
H -0.71762 -0.84705 -3.16004 0.159
```

As for the HOMO energy: -2.53 eV. Its net charge is -1. Its energy above the lowest of the compared OMol25 structures with the same formula, charge and spin is 26.7 kcal per mole.

# 6
Entry from the OMol25 dataset: a structure of composition C19H11F5N4S2Sr (the ωB97M-V functional and the def2-TZVPD basis).

Geometry as XYZ:
```
42
Properties=species:S:1:pos:R:3:nbo_charge:R:1
Sr 0.12284 -0.94311 0.33799 1.771
S -1.73030 0.59873 -1.04692 -0.590
C -1.05997 0.33750 -2.64612 0.096
N -1.80860 0.43392 -3.70121 -0.181
N -1.31798 0.35345 -4.92296 -0.395
C -2.18191 0.21893 -6.01802 0.232
C -3.55461 0.06641 -5.85532 -0.277
C -4.35866 -0.06303 -6.97664 -0.183
C -3.81580 -0.05440 -8.25377 -0.243
C -2.44408 0.09649 -8.40589 -0.190
C -1.62898 0.23963 -7.29639 -0.280
N 0.28861 0.04537 -2.93608 -0.187
N 0.99997 -0.42067 -2.02600 -0.340
C 2.33019 -0.78159 -2.39716 0.164
C 2.75062 -0.89245 -3.72020 -0.235
C 4.05597 -1.26161 -3.99067 -0.193
C 4.94444 -1.52543 -2.95507 -0.198
C 4.52197 -1.42746 -1.63870 -0.186
C 3.21498 -1.05835 -1.35914 -0.251
H -0.33946 0.12857 -5.04261 0.380
H -3.97584 0.05669 -4.86105 0.241
H -5.42690 -0.17932 -6.84581 0.214
H -4.45317 -0.16349 -9.12052 0.214
H -2.00457 0.11292 -9.39476 0.214
H -0.56036 0.37749 -7.41608 0.208
H 2.05516 -0.70008 -4.52331 0.226
H 4.38567 -1.35094 -5.01727 0.221
H 5.96415 -1.81044 -3.17664 0.222
H 5.20498 -1.63395 -0.82596 0.225
H 2.90753 -0.96923 -0.32172 0.203
F 4.89173 3.83068 2.68865 -0.285
C 4.15866 2.71727 2.69384 0.249
C 3.29440 2.44420 1.64901 0.275
F 3.18678 3.29128 0.62561 -0.284
C 2.55281 1.28173 1.68477 0.284
F 1.71372 1.05563 0.62811 -0.362
C 2.61265 0.34379 2.70839 -0.255
S 1.67592 -1.12995 2.72709 -0.558
C 3.49526 0.66000 3.74249 0.301
F 3.63259 -0.16907 4.77696 -0.290
C 4.25309 1.81809 3.74208 0.316
F 5.08388 2.07460 4.75238 -0.293
```

As for the HOMO energy: -7.37 eV. Its energy above the lowest of the compared OMol25 structures with the same formula, charge and spin is 0.0 kcal per mole.

Result set for E_tot: -2133.58520, -2237.07988, -1146.55802, -13795.85393, -272.28460, -2276.05740 Eh, one per record in the order listed.